C28H41ClCu2F6N7O29 as an isolated structure. Source: OMol25; level of theory: wB97M-V/def2-TZVPD.

```
114
Properties=species:S:1:pos:R:3:forces:R:3:lowdin_charge:R:1
Cu -0.773 0.961 1.338 0.607 -0.126 -0.542 0.169
Cu 0.394 0.393 -2.609 -0.237 0.308 0.437 0.129
Cl 0.513 0.466 -0.415 -0.154 0.037 0.493 0.321
F -1.775 -5.430 3.210 -0.111 0.280 0.733 0.050
F 2.997 -1.843 0.686 -1.005 -1.132 1.002 0.004
F 0.620 5.833 -5.586 0.086 -0.108 -0.657 0.082
F -1.744 -0.754 -2.658 -0.018 -0.290 -0.467 -0.002
F 5.232 0.981 4.015 1.084 -0.682 0.502 0.083
F 4.332 3.426 0.531 0.049 0.496 0.921 0.032
O -5.053 1.046 1.187 -0.471 0.199 -0.091 0.051
O 0.740 -3.648 -4.330 0.638 0.167 0.503 0.069
O 3.431 1.482 2.860 1.711 0.546 -1.621 0.102
O 3.065 -0.818 -2.936 -0.025 -0.415 -0.839 0.108
O -2.849 -2.555 4.279 -0.297 2.091 -0.498 0.074
O -1.123 -3.301 3.214 1.632 -0.743 -0.502 0.134
O 2.554 4.522 2.286 -0.111 -0.236 0.651 0.024
O 2.934 -4.841 1.590 0.607 -1.726 -0.664 0.095
O -1.742 1.887 2.718 0.036 0.587 0.922 -0.053
O -1.943 4.767 -1.245 -0.839 -1.670 0.421 0.059
O 4.288 3.001 -3.408 1.082 -1.404 3.931 0.107
O 1.651 -5.820 -0.035 1.258 1.911 0.689 0.153
O -0.693 1.969 -4.000 -0.711 -1.131 -0.668 0.141
O -0.288 3.463 2.911 1.296 0.572 -0.267 0.129
O 1.540 -3.584 0.441 -0.123 -0.308 -0.480 0.120
O 3.283 3.150 -1.371 1.132 -0.843 -0.164 0.078
O 1.287 1.026 3.263 2.111 1.096 0.984 0.080
O 4.752 1.497 -1.673 0.737 0.637 -0.012 0.077
O 0.886 3.350 -3.338 0.082 0.200 -0.568 0.059
O 2.858 -3.812 -3.803 -0.770 0.825 0.076 0.042
O -4.684 -5.074 0.475 0.257 -0.285 0.068 0.098
O -0.649 4.129 -4.791 0.321 -1.290 0.434 0.151
O -1.796 -1.233 2.775 -0.130 0.070 -0.134 0.133
O 2.610 2.057 4.793 1.454 1.440 0.476 0.109
O -5.391 -1.043 0.848 -0.502 -0.438 -0.012 0.076
O -3.855 -4.156 2.229 -0.441 0.049 0.952 0.040
O 1.398 -0.229 -4.133 -0.808 -0.031 -0.614 -0.023
O -2.125 3.189 0.271 -0.541 1.191 -1.956 -0.003
O 3.668 6.320 2.628 0.201 0.542 0.430 0.098
N 2.504 -0.741 -4.001 0.995 0.478 0.065 -0.360
N 2.764 5.711 2.130 -0.116 -0.652 -1.220 -0.430
N -1.304 2.954 3.213 -2.040 -0.901 -0.608 -0.376
N -2.376 3.677 -0.857 1.365 0.010 1.671 -0.382
N -5.182 -0.102 1.572 1.303 0.623 0.064 -0.424
N -3.802 -4.515 1.078 0.400 1.121 -1.305 -0.400
N 1.714 -4.236 -3.899 0.482 -0.944 -0.448 -0.420
C 0.132 5.250 -4.475 0.512 0.703 1.428 -0.321
C 4.273 2.606 -2.228 -3.304 0.688 -3.049 -0.454
C 1.649 -5.714 -3.639 -0.705 0.299 -0.681 0.065
C -4.769 -3.547 -2.838 0.229 0.958 0.620 -0.061
C -2.224 3.650 4.148 1.090 0.261 1.591 0.082
C 2.364 1.519 3.618 -3.147 -1.858 -0.778 -0.595
C -4.785 -0.337 2.979 1.263 -1.116 0.494 0.045
C -3.639 -3.726 -3.655 -1.221 -0.545 0.413 -0.092
C 3.896 2.798 4.640 0.327 -0.089 0.158 0.006
C -0.166 3.023 -4.101 0.185 2.297 1.024 -0.504
C -1.489 -4.367 4.049 1.295 -0.841 -1.047 -0.261
C 2.109 -2.727 1.374 0.594 0.513 -0.337 -0.257
C -4.844 -2.448 -1.931 0.820 -1.117 -2.601 -0.069
C 3.167 -1.100 -5.322 -1.168 0.169 0.979 0.105
C 4.241 1.322 -0.303 1.369 -1.496 -0.700 -0.020
C 2.062 -4.852 0.563 -1.435 -0.806 0.184 -0.484
C -3.837 -1.498 -1.943 0.936 -0.956 -0.731 -0.024
C -2.728 -1.691 -2.766 -1.153 -1.194 -0.343 -0.226
C -2.526 -4.067 0.346 -0.764 -1.241 1.504 0.100
C 1.853 6.367 1.117 -0.086 -0.485 1.317 0.079
C 3.464 2.566 -0.103 -1.049 1.107 -0.266 -0.343
C -1.919 -2.269 3.356 -0.812 0.653 0.409 -0.581
C -3.134 2.781 -1.781 1.023 0.459 -0.524 0.075
C -2.639 -2.795 -3.664 1.527 2.069 1.378 -0.012
C 2.854 -3.667 2.316 0.426 2.039 0.160 -0.078
C 4.605 2.055 3.520 -2.109 -1.009 -0.645 -0.250
C -2.647 -3.813 4.806 -2.052 -2.101 -0.363 -0.080
C 1.286 4.692 -3.623 0.719 0.710 0.598 -0.037
H 2.486 2.501 0.414 0.759 0.094 -0.160 0.144
H -5.731 -2.266 -1.407 -0.998 0.075 0.940 0.082
H -5.622 -4.209 -2.941 0.215 -0.104 0.229 0.105
H 2.460 -0.790 -6.081 0.081 -0.024 -0.062 0.106
H 2.347 -3.819 3.265 -0.339 -0.127 -0.037 0.137
H -3.046 3.003 4.433 -0.131 0.129 -0.473 0.100
H -5.380 0.189 3.685 -0.720 0.831 0.121 0.088
H -3.561 -4.629 -4.262 -0.066 0.375 -0.031 0.113
H -3.536 3.433 -2.572 -0.157 -0.587 0.439 0.116
H 2.196 4.705 -4.226 -0.025 -0.253 0.035 0.135
H 3.734 0.337 -0.312 -0.031 0.818 0.223 0.125
H 1.089 6.870 1.746 0.517 0.074 -0.809 0.117
H 4.514 2.769 5.550 -0.710 -0.037 -0.197 0.153
H -3.867 -0.639 -1.332 -0.112 0.821 0.704 0.087
H 2.320 -6.056 -4.450 -0.515 -0.427 0.675 0.115
H -2.541 -3.734 5.859 0.409 -0.091 0.931 0.137
H -0.422 6.037 -3.939 -0.362 -0.572 -0.316 0.173
H 2.486 6.980 0.490 -0.246 0.377 0.030 0.100
H 3.297 -2.163 -5.298 0.375 -0.428 -0.022 0.071
H 0.595 -6.037 -3.751 0.825 0.099 0.071 0.110
H -1.608 3.831 5.063 -0.440 -0.081 -0.705 0.122
H -1.800 -4.824 0.696 -0.026 0.693 -0.425 0.107
H 3.684 3.800 4.294 -0.215 0.275 0.254 0.110
H -2.751 -4.122 -0.689 0.058 0.009 -0.918 0.065
H 1.344 -2.155 1.882 -0.081 0.493 -0.342 0.153
H -2.471 4.635 3.738 -0.148 -0.499 -0.160 0.116
H 5.247 2.506 2.739 -0.618 0.320 0.744 0.175
H 1.534 5.242 -2.664 -0.723 -0.734 -1.093 0.156
H -2.341 2.126 -2.198 -0.496 0.287 0.077 0.089
H -1.721 -2.888 -4.239 -0.233 -0.127 -0.067 0.099
H -3.542 -4.448 4.566 0.737 0.504 0.359 0.160
H -0.598 -4.677 4.592 -0.176 0.024 0.290 0.172
H 3.814 -3.181 2.552 0.037 -0.688 -0.285 0.152
H 1.433 5.502 0.619 -0.261 0.285 -0.324 0.087
H 2.055 -5.885 -2.647 -0.001 -0.127 -0.076 0.081
H 4.058 -0.522 -5.325 0.895 0.205 -0.145 0.100
H -3.720 0.015 3.064 -1.161 -0.484 -0.171 0.093
H -4.882 -1.408 3.224 0.223 0.474 -0.452 0.098
H 5.120 1.326 0.400 -0.911 -0.218 -0.790 0.155
H -2.347 -3.066 0.727 0.285 -0.096 -0.213 0.090
H -3.802 2.176 -1.178 -0.305 0.243 -0.124 0.089
```
Forces are in eV/Å.

Values from the calculation:
spin multiplicity = 1
E = -7996.40759 a.u.
net charge = +1